one) {"formula": "C4H12NO3", "method": "ωB97M-V with the def2-TZVPD basis set", "symbols": ["O", "O", "O", "N", "C", "C", "C", "C", "H", "H", "H", "H", "H", "H", "H", "H", "H", "H", "H", "H"], "positions_angstrom": [[2.3201, 0.8254, 2.1486], [-2.7272, -1.5038, -0.7110], [-0.3244, -1.4696, -1.8445], [0.0726, -1.0518, 1.0264], [0.7939, 1.3258, 1.4606], [-0.0238, -0.1062, -2.0025], [-0.2772, 0.6741, -0.7172], [0.5876, 0.2147, 0.4439], [-0.0241, 1.7172, -0.9991], [1.6084, -0.0398, 0.1636], [0.1971, -1.7596, 0.3060], [1.3066, 1.0446, 2.5506], [-0.7077, 0.2793, -2.7816], [0.9987, 0.0416, -2.4243], [-2.5668, -1.8309, 0.1883], [1.2345, 2.2072, 1.0037], [-1.3264, 0.5985, -0.4426], [-0.1312, 1.7024, 1.9338], [-1.7621, -1.5654, -1.0459], [0.7514, -1.3039, 1.7432]], "charge": -1}

---

two) {"formula": "C4H12NO3", "method": "ωB97M-V with the def2-TZVPD basis set", "symbols": ["O", "O", "O", "N", "C", "C", "C", "C", "H", "H", "H", "H", "H", "H", "H", "H", "H", "H", "H", "H"], "positions_angstrom": [[0.6287, 0.8674, -3.2064], [-0.2269, -1.6027, 0.1129], [-1.1345, -0.0422, -1.4931], [-0.6284, 1.5175, 0.2123], [-1.6649, 0.6901, -0.4255], [0.0839, -0.6718, 1.1564], [0.5342, 0.6247, 0.5174], [1.2362, -1.2732, 1.9735], [-0.1985, 0.5570, -2.7298], [-2.4023, 1.4137, -0.8031], [0.8394, -1.9849, 2.6993], [1.0224, 0.3865, -0.4331], [1.8156, -1.8370, 1.2543], [-2.1108, -0.0006, 0.2941], [-0.6368, -1.0281, -0.7918], [-0.3577, 2.2514, -0.4431], [1.2361, 1.2391, 1.1009], [-0.8377, -0.6823, 1.7354], [1.1204, 0.0482, -3.3038], [1.6817, -0.4728, 2.5732]], "charge": -1}

---

It is one) that is the least stable of them.

---

one) {"formula": "C4H14NO3", "method": "ωB97M-V with the def2-TZVPD basis set", "symbols": ["O", "O", "O", "N", "C", "C", "C", "C", "H", "H", "H", "H", "H", "H", "H", "H", "H", "H", "H", "H", "H", "H"], "positions_angstrom": [[1.7306, -0.1849, 2.4877], [0.6644, -2.0792, -1.4653], [-2.4215, 0.9248, 0.5918], [0.3911, 0.3532, -2.1819], [-0.1449, 1.2231, 0.0797], [-0.1842, -0.0008, -0.8182], [-1.1546, 1.0964, 1.2115], [0.6231, -1.1961, -0.3470], [-0.4017, 2.1011, -0.5176], [1.3069, 0.7718, -2.0746], [1.6287, -0.8907, -0.0497], [0.5033, -0.5129, -2.7162], [0.1304, -1.6610, 0.5040], [-1.2048, -0.3105, -1.0343], [-1.1323, 2.0085, 1.8083], [0.8371, 1.3614, 0.5313], [-0.9099, 0.2452, 1.8483], [2.5720, 0.2343, 2.7249], [-0.2023, 1.0020, -2.6928], [1.4567, -0.6725, 3.2679], [-3.1054, 0.9041, 1.2551], [1.1307, -2.8968, -1.2236]], "charge": 1}

---

two) {"formula": "C4H14NO3", "method": "ωB97M-V with the def2-TZVPD basis set", "symbols": ["O", "O", "O", "N", "C", "C", "C", "C", "H", "H", "H", "H", "H", "H", "H", "H", "H", "H", "H", "H", "H", "H"], "positions_angstrom": [[-1.5555, -2.4504, -1.4813], [2.0773, -1.6306, 0.5865], [-1.4662, 1.3608, -0.5814], [-0.5372, -0.8841, 0.6924], [0.3132, -0.0166, -0.1955], [-0.2454, 2.3252, 1.0579], [-0.1180, 1.5020, -0.2138], [1.8236, -0.2884, 0.1314], [2.3634, 0.2955, 0.9379], [0.5307, 2.0948, 1.8898], [-0.0073, -1.0557, 1.5359], [-2.5513, -2.3968, -1.5074], [2.4148, -0.1245, -0.7926], [-1.4892, 1.3256, -1.6410], [3.1159, -1.6323, 0.6063], [-1.2912, 2.1663, 1.4559], [0.0708, -0.3393, -1.2895], [-0.7860, -1.8162, 0.1362], [-0.4581, 3.3784, 0.7957], [-1.4127, -0.5661, 0.9818], [-1.1714, -3.1959, -1.9857], [0.3796, 1.9483, -1.1196]], "charge": 1}

---

It is two) that is the least stable of them.